Formula: C54H131N8O11
Source: the Open Molecules 2025 dataset
Level of theory: the ωB97M-V functional and the def2-TZVPD basis

Output
- M (g mol⁻¹) = 1068.69
- calculated total energy (a.u.) = -3399.53121
- LUMO level (eV) = -9.57
- frontier orbital gap (eV) = 5.78
- net charge = +5
- max |F| (eV Å⁻¹) = 6.1

Geometry as XYZ:
```
204
Properties=species:S:1:pos:R:3:forces:R:3:mulliken_charge:R:1
N 0.3907 0.3528 0.6441 2.838 3.078 -0.257 0.07
O -0.6185 -0.2285 0.8043 -4.804 -2.092 1.546 0.49
O 1.1935 -0.1294 -0.1516 2.533 -0.732 -1.657 -0.42
O 0.6557 1.4509 1.2002 -0.156 -0.487 0.119 -0.75
C 3.5800 -4.5922 -3.3409 -0.111 0.357 0.426 -0.80
N 2.2755 -3.7879 -3.4223 0.693 1.096 -0.313 0.65
C 2.0276 -3.0445 -2.0943 0.110 -1.716 -0.214 -1.13
C 2.4582 -2.6378 -4.4356 0.951 -1.294 -0.635 -1.11
C 1.1233 -4.7253 -3.7985 -1.584 0.088 0.000 -0.13
C 0.8708 -5.0950 -5.2732 0.981 0.656 -0.939 -0.85
O 2.0433 -5.5755 -5.8649 1.221 -0.515 0.141 -0.50
H 3.4046 -5.5053 -2.7720 -0.236 0.030 -0.210 0.37
H 4.3044 -4.0162 -2.7650 -0.033 0.214 -0.240 0.33
H 3.9728 -4.8237 -4.3309 -0.330 0.030 0.058 0.34
H 0.9835 -2.7324 -2.1182 0.261 0.171 0.385 0.03
H 2.7299 -2.2270 -1.9317 -0.212 0.050 -0.595 0.38
H 2.2759 -3.7697 -1.3193 -0.649 0.003 0.241 0.54
H 2.9204 -3.1451 -5.2824 -0.588 0.308 -0.501 0.44
H 3.2277 -1.9354 -4.1152 -0.137 -0.230 0.586 0.44
H 1.5587 -2.0717 -4.6776 -0.162 -0.535 0.177 0.36
H 0.2264 -4.2456 -3.4065 -0.116 0.400 -0.287 -0.17
H 1.0987 -5.6596 -3.2375 1.116 0.071 0.244 0.60
H 0.6270 -4.2743 -5.9478 -0.902 0.664 0.737 0.29
H 0.1823 -5.9156 -5.4748 -0.976 0.392 1.276 0.49
H 1.6989 -6.0227 -6.6414 0.826 -0.316 -0.466 0.36
C -6.8379 -4.9474 -4.0193 0.907 0.428 1.230 -1.19
C -6.3397 -5.0695 -2.5633 0.025 -0.350 0.609 -0.62
C -5.0554 -4.2520 -2.3340 0.164 -0.486 -0.324 -0.70
N -3.7936 -4.9803 -1.7217 1.289 1.992 0.044 0.76
C -3.2237 -6.1005 -2.6379 -1.759 0.138 1.365 -1.04
C -2.6641 -3.8958 -1.6569 -1.401 0.146 -0.479 -0.88
C -2.7195 -3.3499 -0.2632 1.056 0.228 0.355 1.37
C -2.9023 -4.5675 0.6244 0.342 0.262 -0.755 -0.54
C -3.9413 -5.3568 -0.1609 -0.471 -0.458 -1.287 -0.65
H -7.8216 -5.4042 -4.1282 0.238 0.140 -0.298 0.42
H -6.0712 -5.3245 -4.6961 -0.334 -0.337 -0.187 0.32
H -6.8453 -3.8653 -4.1503 -0.621 0.033 -0.588 0.31
H -6.2423 -6.0913 -2.1966 0.250 -0.262 -0.318 0.40
H -7.0929 -4.6724 -1.8828 -0.139 0.130 -0.101 0.42
H -5.3115 -3.3517 -1.7756 0.536 -0.282 0.810 0.03
H -4.7375 -3.8090 -3.2779 0.424 -0.502 -0.250 0.54
H -3.0807 -5.7243 -3.6509 -0.100 0.102 0.205 0.32
H -3.9892 -6.8754 -2.5952 0.170 -0.136 -0.465 0.37
H -2.3097 -6.5065 -2.2046 -0.052 0.271 0.059 0.45
H -1.7251 -4.3629 -1.9539 -0.033 -0.081 0.386 -0.17
H -2.8862 -3.0952 -2.3624 -0.037 -0.356 -0.304 0.50
H -1.7422 -2.9255 -0.0332 -0.124 0.572 0.056 -0.44
H -3.4926 -2.5956 -0.1169 -0.050 0.004 -0.185 -0.34
H -1.8985 -4.9880 0.6854 -0.299 -0.694 0.242 0.34
H -3.2372 -4.2443 1.6100 -0.111 -0.505 -0.002 0.34
H -3.9327 -6.4458 -0.2063 0.106 0.111 0.678 0.45
H -4.9051 -4.9859 0.1878 -0.228 -0.314 -0.503 0.25
C 0.9179 6.0304 2.5660 -0.919 -0.127 0.816 -1.74
C 1.3763 5.5478 1.2091 1.257 1.451 0.136 0.91
C 0.4300 6.0620 0.1133 0.512 -0.548 -0.642 -0.61
N 1.1321 6.5077 -1.1558 1.416 1.157 0.950 -0.17
C 1.8886 7.8755 -0.7864 0.489 -2.063 -1.725 -0.77
C 0.2312 6.7663 -2.3471 1.250 1.049 0.941 -0.70
C -0.1831 5.4124 -2.7877 -0.123 -0.959 -0.494 -1.01
C 1.0350 4.4984 -2.4740 1.324 0.575 1.158 -0.18
C 2.0482 5.4121 -1.6713 -1.538 0.102 0.329 -0.16
H 1.3746 6.9638 2.8950 -0.015 0.102 -0.333 0.39
H 1.1122 5.3138 3.3640 -0.067 -0.100 -0.129 0.36
H -0.1615 6.1727 2.5141 -0.060 -0.019 0.460 0.46
H 1.6264 4.4872 1.2351 -0.762 -0.198 -0.480 -0.53
H 2.3415 6.0394 1.0876 0.339 -0.114 -0.310 0.30
H -0.0321 7.0257 0.3274 -0.792 -0.712 0.919 0.58
H -0.1962 5.2036 -0.1301 -0.825 0.551 -0.054 0.14
H 1.2923 8.7864 -0.7339 -0.639 -0.612 0.404 0.37
H 2.4866 7.9861 -1.6910 0.449 0.303 0.291 0.41
H 2.5178 7.6601 0.0772 -0.249 0.376 -0.154 0.36
H 0.9440 7.2592 -3.0083 -0.485 0.179 -0.458 0.43
H -0.5339 7.4582 -1.9950 -0.174 -0.113 -0.414 0.45
H -0.4514 5.3284 -3.8408 -0.085 0.389 0.062 0.79
H -1.0692 5.2103 -2.1860 0.048 -0.839 -0.088 0.13
H 1.6818 4.0847 -3.2477 -0.774 0.133 -0.778 0.96
H 0.7841 3.6515 -1.8354 -0.267 0.073 0.088 -0.12
H 2.8259 5.8974 -2.2611 -0.041 -0.279 -0.108 0.14
H 2.4373 4.8499 -0.8224 0.305 0.377 -0.159 -0.15
C -5.6693 1.1238 2.5339 -0.359 -0.609 0.129 -0.99
C -4.5452 1.4128 3.4812 1.823 -0.388 0.185 -0.31
N -3.6044 0.1244 3.7800 -0.267 -0.315 -0.351 0.67
C -3.1591 -0.4063 2.4301 -0.529 1.285 0.150 -1.38
C -2.3319 0.5964 4.5952 0.160 0.632 -1.430 0.11
C -1.3851 -0.5260 5.0138 -1.350 -0.562 -0.790 -1.30
C -4.3833 -1.0562 4.4146 0.395 1.335 1.257 -0.50
C -5.2750 -0.5970 5.5650 -0.267 0.954 1.552 -1.15
O -4.6012 0.3824 6.3925 0.763 -0.717 -1.197 -0.21
C -5.1916 0.6773 7.6448 -0.865 -1.356 0.482 -0.85
H -6.1760 2.0524 2.2710 -0.110 -0.013 0.370 0.50
H -6.3356 0.4094 3.0174 -0.498 0.248 -0.147 0.28
H -5.3972 0.6782 1.5771 0.328 0.197 0.017 -0.10
H -4.8475 1.8142 4.4485 -0.153 -0.439 -0.020 0.49
H -3.8463 2.1442 3.0753 0.129 -0.007 -0.130 0.43
H -2.7338 0.4044 1.8386 0.111 0.166 0.232 0.04
H -4.1160 -0.6454 1.9660 0.565 -0.776 -0.252 0.59
H -2.3927 -1.1796 2.4820 -0.517 -0.168 0.233 0.17
H -2.6488 1.3157 5.3504 -0.139 -0.602 0.143 0.56
H -1.7931 1.1700 3.8411 -0.200 0.316 -0.111 0.18
H -0.3474 -0.2492 5.2001 -0.459 0.589 0.905 0.54
H -1.2187 -1.1539 4.1385 -0.286 -0.331 -0.218 -0.01
H -1.9286 -1.1276 5.7424 0.954 -0.066 0.534 0.40
H -3.6246 -1.7319 4.8094 0.021 0.088 -0.043 0.54
H -4.9678 -1.6460 3.7086 0.041 0.538 -0.341 0.26
H -5.5636 -1.4736 6.1450 0.336 -0.311 0.245 0.64
H -6.2516 -0.1703 5.3365 -0.001 0.118 -0.911 0.36
H -4.4665 1.0954 8.3430 -0.030 0.402 -0.519 0.28
H -5.5042 -0.2626 8.0996 0.025 -0.259 0.215 0.33
H -6.1259 1.2323 7.5599 0.259 0.569 -0.137 0.32
C -2.7011 2.2830 -5.1859 0.807 0.058 -0.049 -1.16
C -2.6667 0.9050 -4.4671 -0.459 -0.237 -0.720 -0.57
N -2.4882 1.0068 -2.9835 -0.646 -1.906 2.566 0.60
C -2.4241 -0.3693 -2.2242 -0.516 0.531 -2.045 -0.97
C -1.1359 1.6470 -2.5994 -1.392 3.558 -0.496 0.16
C 0.1161 1.3093 -3.3005 0.820 -2.430 -1.202 -0.52
C -3.7331 1.7470 -2.3432 -0.459 0.826 -1.103 -0.21
C -5.1259 1.3900 -3.0296 1.419 -0.893 0.237 -1.22
O -5.3880 0.0155 -2.8623 -0.778 -1.201 -1.402 -0.26
C -5.9825 -0.3248 -1.6178 0.799 1.546 0.185 -0.42
H -1.7525 2.7897 -5.0083 -0.131 0.331 0.249 0.13
H -3.5383 2.9515 -4.9850 0.055 -0.213 0.806 0.28
H -2.7367 2.3152 -6.2749 0.024 -1.183 -0.134 0.50
H -1.8933 0.2137 -4.8016 0.275 0.455 -0.343 0.62
H -3.5857 0.3478 -4.6488 -0.026 0.076 0.204 0.61
H -3.3180 -0.9533 -2.4431 -0.105 0.309 -0.134 0.50
H -2.3512 -0.2120 -1.1481 0.474 0.255 -0.234 0.09
H -1.5790 -0.8577 -2.7092 0.211 -0.232 0.612 0.53
H -0.9206 1.6961 -1.5320 -1.201 0.100 0.127 -0.32
H -1.3796 2.5977 -3.0735 0.186 0.885 1.416 0.27
H -0.1260 0.3195 -3.6875 0.910 -0.370 -0.678 0.20
H 1.0040 1.1711 -2.6835 -0.387 0.018 0.540 -0.36
H 0.4435 1.9535 -4.1166 -0.566 0.030 -0.112 0.20
H -3.6085 2.8023 -2.5858 0.373 0.072 0.576 0.44
H -3.6765 1.5605 -1.2707 0.027 0.359 -0.128 0.44
H -5.0375 1.5983 -4.0958 -0.006 -0.283 0.005 0.20
H -6.0112 1.9659 -2.7600 0.458 0.494 0.849 0.49
H -6.7680 0.3980 -1.3972 -0.122 -0.071 0.250 0.37
H -5.1274 -0.1539 -0.9638 -0.437 -0.397 1.225 0.01
H -6.4064 -1.3236 -1.5131 0.322 -0.036 -0.670 0.33
C 7.5334 1.1597 -0.7661 0.087 0.044 1.017 -1.47
C 6.5234 2.1111 -0.1145 0.378 0.187 -0.989 -0.51
N 5.0511 1.6942 -0.0953 1.028 0.926 1.695 1.06
C 4.9421 0.4898 0.8816 -0.572 0.671 -1.286 -0.94
C 4.3295 2.9979 0.5067 -1.046 -1.712 1.679 0.01
C 4.4534 3.3316 2.0521 0.713 -1.343 -1.067 -1.44
C 4.4832 1.3551 -1.4714 -0.134 0.186 1.441 -0.28
C 4.3815 2.4849 -2.4768 0.439 -1.104 0.266 -0.76
O 5.6172 3.0320 -2.8204 0.173 -0.784 0.604 -0.32
C 5.4647 3.8075 -3.9662 0.266 1.158 -1.294 -0.69
H 7.6389 0.3040 -0.0991 -0.119 -0.463 -0.384 0.35
H 8.5122 1.6242 -0.6470 -0.021 0.304 -0.202 0.48
H 7.4459 0.8755 -1.8148 -0.415 0.163 0.170 0.27
H 6.5095 3.0920 -0.5897 0.233 -0.195 -0.125 0.58
H 6.8346 2.2557 0.9201 -0.238 -0.052 0.017 0.48
H 3.9158 0.1242 0.9153 -0.128 0.559 0.035 -0.24
H 5.2988 0.8111 1.8602 -0.011 -0.088 -0.221 0.39
H 5.5082 -0.3486 0.4759 0.417 0.347 0.009 0.63
H 3.2791 2.7231 0.4103 -0.207 0.460 -0.655 0.06
H 4.6607 3.9094 0.0092 -0.067 -0.556 -0.593 0.38
H 5.5141 3.3792 2.2987 -0.131 1.012 0.243 0.45
H 4.0591 2.6199 2.7775 -0.312 -0.474 -0.532 0.05
H 3.8225 4.2086 2.1966 0.688 0.381 0.002 0.44
H 3.4695 1.0537 -1.2076 -0.253 -0.178 -0.277 -0.26
H 5.0125 0.4889 -1.8683 0.282 0.180 0.140 0.65
H 3.6398 3.2085 -2.1388 0.006 0.334 -0.119 -0.11
H 4.0048 1.9332 -3.3381 -0.538 0.237 -0.375 0.79
H 4.9642 3.2993 -4.7905 -0.700 -0.273 0.264 0.33
H 6.3918 4.0667 -4.4774 0.465 0.026 0.870 0.31
H 4.9595 4.7277 -3.6730 -0.212 0.193 -0.426 0.22
C 2.7526 -0.2956 3.3840 -0.968 -1.189 1.520 0.01
C 3.8158 -0.9268 4.4080 -0.334 -0.181 -3.060 -0.62
N 4.1453 -2.4671 4.2351 -0.752 1.494 1.250 0.19
C 4.6212 -2.8128 2.8090 1.194 0.974 2.281 -0.82
C 5.2301 -2.7675 5.3919 2.294 0.701 -1.837 -0.36
C 6.6012 -1.9521 5.2387 -1.245 -0.706 -0.297 -1.13
C 2.9933 -3.4476 4.5842 1.107 1.252 0.485 -1.05
C 1.7012 -3.4108 3.8447 -0.846 0.980 -1.135 0.44
O 1.8451 -3.6498 2.4442 -1.064 0.352 -0.476 -0.43
C 0.5707 -3.4429 1.7201 0.351 -1.306 2.078 -1.12
H 2.7045 -0.5801 2.3329 1.028 -0.181 0.031 -0.24
H 2.7649 0.7919 3.4573 0.219 -0.101 0.045 0.58
H 1.7445 -0.6060 3.6587 -0.099 0.337 0.441 -0.60
H 3.6344 -0.6793 5.4539 -0.221 -0.303 -0.169 0.48
H 4.7081 -0.4113 4.0527 0.447 -0.388 0.660 0.29
H 3.8115 -2.6691 2.0935 0.150 -0.631 0.350 0.19
H 5.0877 -3.7778 3.0071 -0.498 -0.373 -1.011 0.47
H 5.4586 -2.1448 2.6075 -0.073 0.138 -0.140 0.27
H 5.3977 -3.8421 5.3191 0.056 0.090 0.044 0.44
H 4.9892 -2.5057 6.4222 -1.433 -0.029 -0.394 0.38
H 7.1665 -2.1002 4.3186 -0.272 -0.155 -0.121 0.31
H 7.2571 -2.2866 6.0425 -0.146 0.020 0.103 0.44
H 6.4054 -0.8879 5.3699 0.125 -0.076 0.104 0.31
H 2.7673 -3.1418 5.6057 -0.039 -0.657 0.211 0.40
H 3.5205 -4.3991 4.5149 -0.530 -0.203 0.246 0.44
H 1.1462 -2.4764 3.9275 0.486 0.523 0.376 -0.37
H 0.9945 -4.0638 4.3567 0.241 -0.898 -0.157 0.65
H -0.2264 -3.5510 2.4557 -0.216 -0.084 0.270 0.63
H 0.4660 -4.3581 1.1374 0.057 0.549 -0.794 0.30
H 0.3627 -2.4589 1.2997 0.865 -0.006 -0.580 0.30
O -1.4575 3.5027 2.3914 0.431 -0.748 0.640 -0.52
C -2.4227 3.7814 1.4776 -3.478 4.094 1.931 0.97
O -2.2958 3.3326 0.3694 1.796 -3.296 -4.802 -0.68
O -3.3571 4.5429 1.7747 0.327 -0.203 1.441 -0.80
H -1.0636 2.7968 1.8736 1.298 -0.528 0.262 0.02
```
Forces are in eV/Å.